# 1
The following is a DFT calculation (ωB97M-V/def2-TZVPD) of a 3-piece molecular cluster, C28H53BN2O11 overall.

```
95
Properties=species:S:1:pos:R:3
O -0.258 3.659 4.093
O 2.933 5.051 -1.079
O -6.226 0.241 -2.134
O -7.245 -2.120 -2.256
O 0.378 4.219 6.228
O -2.929 -2.013 0.346
O 1.598 4.801 4.370
O 4.270 6.485 -2.278
O -4.985 -3.405 0.301
O -2.051 -4.725 1.404
O 3.641 7.077 -0.258
N -4.749 -4.774 -2.624
N -5.799 0.158 1.165
C 3.006 1.045 -1.630
C 3.552 6.098 -1.194
C -3.311 -1.292 -2.478
C 2.927 0.524 -0.076
C 1.998 1.469 0.912
C -0.358 0.113 0.392
C -3.449 -5.173 1.493
C -1.165 -5.754 0.838
C -0.616 -5.444 -0.675
C 3.834 -3.157 -0.169
C -5.219 -0.954 0.772
C 0.555 4.225 5.020
C 2.928 6.804 0.947
C -1.210 0.283 -2.232
C -1.406 3.011 4.636
C -4.343 -2.118 -0.044
C -4.723 -3.511 -2.253
C -2.862 0.204 -1.982
C -4.589 -1.941 -1.689
C 4.266 5.544 -3.350
C 2.703 -3.275 1.016
C 3.195 -0.156 -2.744
C 4.125 -1.411 -2.235
C -4.541 -3.913 1.607
C 3.259 -2.686 -1.631
C 2.542 5.441 5.227
C -0.371 -0.598 -1.090
C 0.423 1.555 0.451
B -6.049 -1.233 -2.041
H -5.504 -4.406 2.112
H 3.829 1.897 -1.744
H 2.164 -0.608 -3.131
H 3.697 0.326 -3.710
H -3.631 -1.179 -3.622
H -1.669 -6.816 0.821
H 3.332 5.866 4.602
H -0.822 1.384 -2.304
H 0.409 -4.834 -0.689
H -2.038 3.729 5.169
H -6.994 0.418 -2.765
H -0.119 2.264 1.243
H -1.110 2.189 5.296
H 1.651 -3.650 0.659
H 2.561 -2.240 1.543
H 0.765 -0.609 -1.455
H 4.617 -2.339 0.203
H -0.930 -0.233 -3.270
H 4.870 5.956 -4.163
H 2.123 -2.382 -1.639
H -7.344 -2.225 -3.264
H 3.323 5.907 1.434
H 0.110 -0.566 1.244
H -1.984 2.594 3.806
H 4.963 -1.021 -1.510
H -0.356 -6.495 -1.166
H 0.306 2.117 -0.587
H 3.069 7.653 1.622
H -2.462 -2.718 -0.224
H 2.454 2.566 0.832
H 4.693 -1.818 -3.203
H -3.051 0.320 -0.825
H -3.321 1.080 -2.626
H -3.754 -5.946 0.660
H -1.494 0.263 0.707
H 3.248 5.388 -3.723
H 2.067 6.256 5.783
H -1.362 -4.866 -1.367
H 2.542 -0.575 0.061
H 1.975 1.583 -1.894
H 2.112 1.078 2.021
H -4.190 -3.079 2.365
H 1.857 6.698 0.746
H -3.546 -5.751 2.533
H 4.035 0.564 0.363
H 4.714 4.597 -3.035
H 4.339 -4.215 -0.313
H 3.359 -3.601 -2.385
H -2.391 -2.051 -2.500
H -0.696 -1.737 -1.076
H 3.110 -4.019 1.839
H -0.201 -5.783 1.541
H 2.996 4.716 5.910
```

Computed properties:
**LUMO level**: 0.124 eV
**SMILES**: CCCCCCCCCCCCCC[C@](C#N)(B(O)O)[C@@](O)(C#N)OCCOCC.COC(=O)OC.COC(=O)OC
**Relative energy (zero: lowest compared OMol25 entry of this formula, charge and spin)**: 638.0 kJ/mol
**Gap between HOMO and LUMO**: 10.11 eV
**2S+1**: 1

---

# 2
The following is a DFT calculation (ωB97M-V/def2-TZVPD) of a 5-piece molecular cluster, C28H54FN5O8 overall.

```
96
Properties=species:S:1:pos:R:3
F 4.315 1.571 -5.060
O -1.821 -1.352 0.069
O 2.665 0.557 2.664
O 0.147 0.004 7.399
O 2.425 -2.456 -0.022
O -5.826 0.729 -1.230
O -0.566 -0.919 -5.709
O 0.711 4.744 -2.547
O -0.766 -8.134 -1.652
N -8.046 0.408 -0.660
N 1.474 0.573 -5.087
N 0.224 -6.178 -2.393
N 3.434 0.962 4.810
N -0.941 2.034 7.636
C 6.054 2.034 -2.976
C -0.054 -5.466 -1.162
C -0.645 0.848 6.998
C -3.459 -0.124 -1.379
C 0.166 -0.201 -4.815
C 0.803 3.189 -2.707
C 2.522 0.511 3.879
C 1.449 0.040 -2.713
C -1.840 -0.442 -1.120
C -6.871 0.096 -1.310
C -0.280 2.343 8.887
C -0.155 -0.037 -3.181
C 1.807 0.084 -1.117
C -0.178 -7.491 -2.512
C 4.658 1.226 -2.574
C 2.059 2.609 -3.828
C -1.123 -1.143 -2.456
C -1.892 2.982 7.095
C 3.818 0.752 -3.899
C -8.087 1.575 0.197
C 0.916 -5.486 -3.460
C 3.189 0.871 6.233
C 2.177 1.013 -3.784
C 2.924 -1.295 -0.943
C -0.472 4.081 -3.479
C 3.565 -1.486 0.660
C 4.677 1.545 4.350
C -9.242 -0.394 -0.807
H -0.525 -2.076 -2.050
H -7.341 1.461 0.989
H 2.218 0.412 6.438
H -9.070 -1.239 -1.480
H -1.356 0.601 -0.893
H 5.810 3.028 -3.569
H -1.998 -1.537 -3.127
H -10.040 0.233 -1.216
H -6.950 -0.809 -1.935
H 2.099 -0.255 -5.324
H 4.086 -0.370 -4.138
H -7.840 2.461 -0.395
H 0.322 -4.440 -1.216
H -9.538 -0.772 0.176
H 2.910 -1.167 1.575
H 4.032 2.011 -1.927
H -0.222 4.080 -4.621
H -1.527 4.140 -2.976
H -3.987 0.269 -0.382
H 0.910 -0.149 -0.395
H 1.060 -6.138 -4.325
H 6.712 1.280 -3.588
H 0.325 -4.616 -3.760
H 4.499 -2.189 0.659
H -0.509 1.559 9.614
H 2.426 1.032 -0.816
H 1.893 -5.157 -3.092
H -3.628 0.689 -2.205
H -0.792 0.943 -3.139
H 0.490 2.452 -1.741
H 0.083 -7.935 -3.486
H -2.772 -1.488 0.391
H -0.613 3.311 9.271
H 4.987 0.357 -1.855
H 3.686 -1.548 -1.907
H 0.425 -5.991 -0.331
H 1.613 0.087 4.337
H -4.061 -1.102 -1.687
H 1.687 2.999 -4.891
H 5.296 1.855 5.197
H -1.203 0.713 6.057
H -1.135 -5.453 -0.995
H 1.804 -1.045 -3.068
H -2.313 2.623 6.152
H 0.802 2.366 8.722
H -9.080 1.693 0.641
H -1.383 3.934 6.921
H 3.002 3.242 -3.550
H 3.208 1.878 6.661
H 6.634 2.385 -1.994
H 5.217 0.806 3.750
H 4.453 2.413 3.721
H 3.976 0.264 6.690
H -2.700 3.124 7.818
```

Computed properties:
**LUMO level**: 0.403 eV
**SMILES**: CC[C@H](F)[C@@]1(C[C@@H]2CO2)NC(=O)[C@@H](C[C@@H](C)O)[C@@H]1C[C@H]1CO1.CN(C)C=O.CN(C)C=O.CN(C)C=O.CN(C)C=O
**Gap between HOMO and LUMO**: 9.24 eV
**2S+1**: 1

---

# 3
The following is a DFT calculation (ωB97M-V/def2-TZVPD) of C28H55IO30 as an isolated structure.

```
114
Properties=species:S:1:pos:R:3
I -4.922 -2.289 -2.929
O 7.873 0.007 -6.457
O 5.746 0.113 -6.804
O 0.571 -4.056 11.722
O 6.477 -0.617 -4.792
O -9.449 -0.968 2.122
O -4.324 -2.429 -6.041
O 2.241 -0.102 -0.883
O -3.029 -0.293 2.545
O 6.525 2.944 -3.744
O -5.863 -1.621 -4.564
O -1.711 -2.201 7.235
O -5.191 5.113 -2.246
O 1.333 -2.137 -1.251
O 5.356 2.799 -1.943
O -0.207 -2.132 12.615
O -7.326 -1.082 2.499
O -0.173 -3.694 6.995
O -1.863 -4.105 8.440
O -6.531 -2.754 -6.352
O 3.784 3.607 -11.276
O -4.985 2.868 -2.084
O -5.104 4.026 -0.267
O 1.927 -2.829 12.871
O 5.188 4.570 -9.791
O -0.950 -0.957 1.976
O -2.542 -1.218 0.534
O 4.614 4.143 -3.603
O 3.413 -1.830 -1.745
O -8.749 -1.689 4.146
O 5.036 2.332 -10.063
C -5.633 -2.338 -5.688
C -8.530 -1.286 3.033
C -3.915 -1.076 0.164
C 0.674 -2.929 12.421
C 5.421 3.382 -3.137
C -2.926 -1.751 7.847
C 0.085 -1.635 -0.747
C 3.345 4.914 -11.655
C -4.966 2.794 -3.512
C 6.723 3.451 -5.063
C -5.103 4.104 -1.597
C 6.678 -0.212 -5.906
C 2.319 -1.246 -1.255
C 4.400 -0.063 -6.351
C 4.560 -0.973 -1.814
C 6.034 2.174 -9.048
C 4.717 3.599 -10.324
C -5.226 5.288 0.396
C -2.251 -0.776 1.764
C 4.197 3.136 -1.174
C -0.496 -0.520 3.264
C 8.978 -0.291 -5.597
C -1.305 -3.404 7.634
C 0.394 -4.963 7.336
C 2.180 -1.654 13.644
C -10.798 -1.140 2.563
C -6.233 -1.386 3.370
C -0.736 -4.294 11.175
H -3.746 -2.427 7.611
H -5.324 -1.170 2.819
H 1.298 -5.060 6.743
H 8.946 0.332 -4.705
H 8.973 -1.342 -5.318
H 4.283 2.582 -0.244
H 4.200 0.568 -5.486
H 2.900 5.431 -10.807
H 3.762 0.239 -7.177
H 4.173 5.497 -12.053
H -3.129 -0.771 7.428
H -0.294 -5.769 7.089
H 2.596 4.769 -12.428
H -6.164 5.771 0.131
H -6.262 -0.760 4.260
H 5.685 2.587 -8.104
H 5.894 3.162 -5.707
H 5.367 -1.568 -2.231
H 0.180 -1.311 0.280
H 7.639 2.994 -5.428
H 6.202 1.112 -8.935
H -4.027 -3.347 -5.983
H -4.559 -1.653 0.825
H -1.016 -3.497 10.501
H 6.834 4.534 -5.057
H -4.217 -0.029 0.162
H 4.210 -1.106 -6.105
H 3.224 -1.705 13.939
H 9.875 -0.068 -6.168
H -0.274 -0.816 -1.369
H -11.005 -0.503 3.420
H -0.662 0.548 3.386
H -11.429 -0.847 1.729
H -10.989 -2.181 2.818
H 4.838 -0.625 -0.821
H 0.649 -4.998 8.394
H -4.868 1.741 -3.760
H 0.570 -0.724 3.300
H 3.291 2.828 -1.691
H -4.389 5.936 0.143
H 4.369 -0.124 -2.467
H -1.470 -4.384 11.974
H -5.213 5.073 1.460
H -2.805 -1.669 8.925
H 4.167 4.203 -0.963
H -4.117 3.341 -3.917
H -3.998 -1.464 -0.856
H -0.625 -2.454 -0.796
H 6.963 2.657 -9.348
H 1.549 -1.634 14.531
H -0.996 -1.075 4.055
H -5.893 3.178 -3.934
H 2.012 -0.759 13.048
H -6.249 -2.438 3.653
H -0.677 -5.229 10.629
```

Computed properties:
**LUMO level**: -1.709 eV
**Gap between HOMO and LUMO**: 8.72 eV
**2S+1**: 1

---

Repeat the second record exactly.
The following is a DFT calculation (ωB97M-V/def2-TZVPD) of a 5-piece molecular cluster, C28H54FN5O8 overall.

```
96
Properties=species:S:1:pos:R:3
F 4.315 1.571 -5.060
O -1.821 -1.352 0.069
O 2.665 0.557 2.664
O 0.147 0.004 7.399
O 2.425 -2.456 -0.022
O -5.826 0.729 -1.230
O -0.566 -0.919 -5.709
O 0.711 4.744 -2.547
O -0.766 -8.134 -1.652
N -8.046 0.408 -0.660
N 1.474 0.573 -5.087
N 0.224 -6.178 -2.393
N 3.434 0.962 4.810
N -0.941 2.034 7.636
C 6.054 2.034 -2.976
C -0.054 -5.466 -1.162
C -0.645 0.848 6.998
C -3.459 -0.124 -1.379
C 0.166 -0.201 -4.815
C 0.803 3.189 -2.707
C 2.522 0.511 3.879
C 1.449 0.040 -2.713
C -1.840 -0.442 -1.120
C -6.871 0.096 -1.310
C -0.280 2.343 8.887
C -0.155 -0.037 -3.181
C 1.807 0.084 -1.117
C -0.178 -7.491 -2.512
C 4.658 1.226 -2.574
C 2.059 2.609 -3.828
C -1.123 -1.143 -2.456
C -1.892 2.982 7.095
C 3.818 0.752 -3.899
C -8.087 1.575 0.197
C 0.916 -5.486 -3.460
C 3.189 0.871 6.233
C 2.177 1.013 -3.784
C 2.924 -1.295 -0.943
C -0.472 4.081 -3.479
C 3.565 -1.486 0.660
C 4.677 1.545 4.350
C -9.242 -0.394 -0.807
H -0.525 -2.076 -2.050
H -7.341 1.461 0.989
H 2.218 0.412 6.438
H -9.070 -1.239 -1.480
H -1.356 0.601 -0.893
H 5.810 3.028 -3.569
H -1.998 -1.537 -3.127
H -10.040 0.233 -1.216
H -6.950 -0.809 -1.935
H 2.099 -0.255 -5.324
H 4.086 -0.370 -4.138
H -7.840 2.461 -0.395
H 0.322 -4.440 -1.216
H -9.538 -0.772 0.176
H 2.910 -1.167 1.575
H 4.032 2.011 -1.927
H -0.222 4.080 -4.621
H -1.527 4.140 -2.976
H -3.987 0.269 -0.382
H 0.910 -0.149 -0.395
H 1.060 -6.138 -4.325
H 6.712 1.280 -3.588
H 0.325 -4.616 -3.760
H 4.499 -2.189 0.659
H -0.509 1.559 9.614
H 2.426 1.032 -0.816
H 1.893 -5.157 -3.092
H -3.628 0.689 -2.205
H -0.792 0.943 -3.139
H 0.490 2.452 -1.741
H 0.083 -7.935 -3.486
H -2.772 -1.488 0.391
H -0.613 3.311 9.271
H 4.987 0.357 -1.855
H 3.686 -1.548 -1.907
H 0.425 -5.991 -0.331
H 1.613 0.087 4.337
H -4.061 -1.102 -1.687
H 1.687 2.999 -4.891
H 5.296 1.855 5.197
H -1.203 0.713 6.057
H -1.135 -5.453 -0.995
H 1.804 -1.045 -3.068
H -2.313 2.623 6.152
H 0.802 2.366 8.722
H -9.080 1.693 0.641
H -1.383 3.934 6.921
H 3.002 3.242 -3.550
H 3.208 1.878 6.661
H 6.634 2.385 -1.994
H 5.217 0.806 3.750
H 4.453 2.413 3.721
H 3.976 0.264 6.690
H -2.700 3.124 7.818
```

Computed properties:
**LUMO level**: 0.403 eV
**SMILES**: CC[C@H](F)[C@@]1(C[C@@H]2CO2)NC(=O)[C@@H](C[C@@H](C)O)[C@@H]1C[C@H]1CO1.CN(C)C=O.CN(C)C=O.CN(C)C=O.CN(C)C=O
**Gap between HOMO and LUMO**: 9.24 eV
**2S+1**: 1

---

> Which formula does entry 1 have?

C28H53BN2O11

---

> Number 2 is which compound?

C28H54FN5O8